Entry 1:
Here is an isolated molecule of C25H30N4O6S from the Open Molecules 2025 dataset. Energies are from ωB97M-V/def2-TZVPD.

Last column: Löwdin charge in e.
Geometry (Å):
C1 1.484 -4.395 3.573  -0.0784
O1 1.991 -4.268 2.268  -0.0600
C2 2.098 -3.016 1.739  -0.2038
C3 1.664 -1.863 2.374  0.0219
C4 1.759 -0.643 1.718  -0.2308
N1 1.290 0.508 2.377  0.1386
C5 0.656 1.560 1.797  -0.4729
O2 0.379 1.623 0.615  0.0781
C6 0.375 2.702 2.765  -0.0974
C7 -1.113 3.038 2.871  -0.1646
C8 -1.926 1.919 3.527  -0.1611
N2 -2.201 0.849 2.600  0.0849
C9 -1.698 -0.383 2.691  -0.4661
O3 -1.000 -0.789 3.602  0.0407
C10 -2.140 -1.299 1.531  -0.0124
N3 -1.553 -0.933 0.254  0.0540
C11 -0.547 -1.678 -0.267  -0.1168
N4 0.018 -1.480 -1.405  0.1110
C12 -0.426 -0.419 -2.103  -0.5148
S1 0.206 0.043 -3.641  1.1195
C13 -0.909 1.387 -3.714  -0.4573
C14 -1.720 1.460 -2.627  -0.1942
C15 -1.451 0.423 -1.689  -0.1054
C16 -2.091 0.164 -0.435  -0.3477
O4 -3.042 0.781 0.034  0.0424
C17 -2.741 2.538 -2.459  -0.1319
C18 -3.018 3.227 -3.793  -0.1898
C19 -1.706 3.588 -4.486  -0.1942
C20 -0.944 2.319 -4.875  -0.2014
C21 2.353 -0.554 0.472  0.0315
C22 2.830 -1.698 -0.159  -0.2039
O5 3.483 -1.672 -1.356  -0.0902
C23 3.596 -0.445 -2.034  -0.0734
C24 2.669 -2.949 0.454  -0.1464
O6 3.054 -4.145 -0.087  -0.0551
C25 2.891 -4.327 -1.479  -0.0682
H1 0.458 -4.019 3.652  0.0931
H2 2.113 -3.875 4.302  0.0989
H3 1.493 -5.463 3.787  0.0947
H4 1.201 -1.896 3.346  0.0988
H5 1.198 0.404 3.378  0.1401
H6 0.778 2.475 3.753  0.1142
H7 0.900 3.576 2.371  0.1253
H8 -1.510 3.223 1.871  0.1154
H9 -1.228 3.949 3.461  0.1113
H10 -2.883 2.321 3.876  0.1222
H11 -1.392 1.493 4.381  0.1220
H12 -2.725 1.083 1.754  0.1057
H13 -3.229 -1.232 1.436  0.1403
H14 -1.849 -2.321 1.773  0.1334
H15 -0.201 -2.514 0.323  0.1360
H16 -3.653 2.113 -2.037  0.1154
H17 -2.359 3.261 -1.732  0.1297
H18 -3.613 4.126 -3.625  0.1095
H19 -3.592 2.559 -4.437  0.1196
H20 -1.900 4.185 -5.379  0.1092
H21 -1.093 4.183 -3.806  0.1197
H22 0.071 2.561 -5.196  0.1106
H23 -1.443 1.829 -5.718  0.1193
H24 2.431 0.410 0.002  0.1118
H25 4.087 -0.678 -2.978  0.0987
H26 4.210 0.268 -1.473  0.0996
H27 2.617 -0.006 -2.236  0.0492
H28 2.846 -5.406 -1.629  0.0922
H29 3.734 -3.915 -2.038  0.0865
H30 1.966 -3.866 -1.835  0.0933

Summary:
**Largest force on an atom**: 0.016 hartree/bohr
**E**: -55494.11413 eV
**LUMO energy**: 0.5390 eV
**SMILES string**: COc1cc(NC(=O)CCCNC(=O)Cn2cnc3sc4c(c3c2=O)CCCC4)cc(OC)c1OC
**Frontier orbital gap**: 8.1326 eV
**Relative energy (zero: lowest compared OMol25 entry of this formula, charge and spin)**: 0.0000 eV

=====

Entry 2:
Here is a structure of composition C25H30N5O2PtS2 from the Open Molecules 2025 dataset. Energies are from ωB97M-V/def2-TZVPD.

Last column: Löwdin charge in e.
Geometry (Å):
Pt1 -0.097 0.325 -0.008  0.9738
N1 -0.724 -3.289 -2.144  0.2112
C1 -0.700 -2.058 -1.620  -0.5259
O1 0.354 -1.618 -1.120  -0.1064
C2 -1.938 -1.214 -1.694  -0.2054
C3 -2.042 -0.223 -0.536  -0.3247
H1 0.107 -3.855 -2.091  0.1248
H2 -1.568 -3.681 -2.511  0.1165
H3 -2.824 -1.846 -1.820  0.1137
H4 -1.821 -0.656 -2.631  0.1250
H5 -2.481 -0.692 0.348  0.0267
H6 -2.690 0.600 -0.834  0.0381
C4 -0.149 2.132 4.070  -0.0561
N2 0.536 1.403 3.023  -0.0462
C5 1.436 1.937 2.199  -0.7901
S1 2.116 0.975 0.938  0.6095
N3 1.780 3.209 2.397  -0.0139
C6 2.635 4.009 1.536  -0.0663
H7 -0.858 1.461 4.547  0.0973
H8 -0.709 2.981 3.667  0.0871
H9 0.544 2.490 4.836  0.0944
H10 0.294 0.432 2.848  0.0543
H11 1.330 3.696 3.158  0.1239
H12 3.007 3.381 0.733  0.0399
H13 3.478 4.401 2.103  0.0906
H14 2.063 4.836 1.113  0.0803
O2 -0.232 -1.236 2.126  -0.5996
S2 0.813 -2.321 1.955  0.9998
C7 1.272 -2.846 3.591  -0.3793
C8 2.600 -2.660 3.945  -0.0783
C9 3.013 -3.007 5.227  -0.0656
C10 2.097 -3.522 6.130  -0.0633
C11 0.764 -3.696 5.764  -0.0596
C12 0.346 -3.359 4.490  -0.0581
C13 -0.114 -3.758 1.434  -0.3920
C14 -1.493 -3.683 1.347  -0.0805
C15 -2.199 -4.791 0.896  -0.0666
C16 -1.524 -5.947 0.531  -0.0747
C17 -0.137 -6.003 0.614  -0.0702
C18 0.576 -4.902 1.062  -0.0748
H15 3.299 -2.247 3.228  0.1104
H16 4.047 -2.873 5.517  0.1107
H17 2.419 -3.793 7.126  0.1107
H18 0.056 -4.101 6.475  0.1115
H19 -0.685 -3.494 4.187  0.1179
H20 -1.993 -2.764 1.628  0.1040
H21 -3.279 -4.751 0.834  0.1107
H22 -2.078 -6.809 0.183  0.1084
H23 0.388 -6.906 0.332  0.1103
H24 1.658 -4.938 1.132  0.1198
N4 1.046 3.667 -2.720  0.1384
C19 0.881 2.339 -2.496  -0.1335
N5 0.136 2.101 -1.455  -0.0173
C20 -0.215 3.342 -0.941  -0.2465
C21 -0.971 3.670 0.184  -0.0316
C22 -1.122 5.010 0.477  -0.0834
C23 -0.542 6.008 -0.325  -0.0823
C24 0.206 5.696 -1.442  -0.0099
C25 0.359 4.343 -1.728  -0.1914
H25 1.571 4.071 -3.475  0.1636
H26 1.343 1.586 -3.114  0.1422
H27 -1.432 2.898 0.790  0.0994
H28 -1.713 5.306 1.334  0.1049
H29 -0.694 7.046 -0.061  0.1077
H30 0.647 6.467 -2.060  0.1158

Summary:
**Largest force on an atom**: 0.006 hartree/bohr
**Multiplicity**: 3
**E**: -62869.44684 eV
**LUMO energy (alpha / beta)**: -1.6401 / -2.9087 eV
**Frontier orbital gap (alpha / beta)**: 7.6175 / 7.7625 eV
**Relative energy (zero: lowest compared OMol25 entry of this formula, charge and spin)**: 0.0886 eV
**Total charge**: +1

=====

Q: Number 1 is which compound?
A: C25H30N4O6S

=====

Q: Which of these has the highest relative energy (zero: lowest compared OMol25 entry of this formula, charge and spin)?
A: C25H30N5O2PtS2